Record 1
Formula: C32H33N6O2
Source: the Open Molecules 2025 dataset
Level of theory: ωB97M-V with the def2-TZVPD basis set

XYZ file:
```
73
Properties=species:S:1:pos:R:3
C -1.71564 3.63825 -4.49205
N -1.50000 3.81489 -3.05846
C -0.56971 3.13597 -2.31361
C -0.65122 3.53691 -0.97632
C 0.08723 2.97175 0.09277
C 0.13760 3.46815 1.42767
C 0.11327 4.79969 1.85881
N 0.01131 4.83495 3.22546
C -0.12162 6.05065 4.02421
C -0.00389 3.52112 3.72193
C 0.10770 2.65395 2.62129
C 0.05463 1.26808 2.80072
C -0.11639 0.77637 4.07058
C -0.22682 1.63834 5.16677
C -0.16846 3.00217 5.00868
C -1.72923 4.50393 -0.91167
C -2.23029 4.66715 -2.21691
C -3.30130 5.53135 -2.46430
C -3.86506 6.20593 -1.40846
C -3.39516 6.02217 -0.10545
C -2.34247 5.18029 0.15057
H -2.53566 4.26036 -4.84006
H -0.81710 3.91002 -5.04083
H -1.95266 2.59966 -4.71141
H 0.11395 2.40825 -2.71468
H 0.54875 2.01599 -0.09693
H 0.14788 5.67192 1.22877
H -0.21783 5.81023 5.08062
H 0.74979 6.68867 3.88748
H -1.00584 6.60367 3.71345
H 0.14098 0.61067 1.95425
H -0.19176 -0.28762 4.22137
H -0.37608 1.22401 6.14976
H -0.26983 3.66518 5.84872
H -3.66748 5.65598 -3.46747
H -4.68411 6.88273 -1.58806
H -3.86918 6.54775 0.70744
H -2.00216 5.03219 1.15652
C -2.91064 -4.73575 1.95662
C -1.76665 -3.88174 1.53597
O -1.65344 -2.78589 2.04780
N -0.85458 -4.36595 0.58680
C -0.93846 -5.75905 0.09420
C 0.43983 -6.36366 -0.11396
N 1.27876 -5.47150 -0.92713
C 2.50995 -6.02260 -1.51002
C 3.02235 -5.12408 -2.62263
N 3.11233 -3.71005 -2.19430
C 4.13889 -2.88557 -2.67767
C 5.06177 -3.40100 -3.72586
O 4.31831 -1.75782 -2.26392
C 2.11079 -3.20797 -1.31187
C 2.01549 -1.85998 -0.98172
N 1.10205 -1.31601 -0.19469
C 0.20747 -2.16062 0.28799
C 0.16722 -3.52976 0.05020
C 1.16423 -4.07701 -0.76200
H -3.24785 -5.39118 1.15475
H -2.63504 -5.33646 2.82159
H -3.75093 -4.10764 2.24758
H -1.51880 -6.37012 0.79059
H -1.49097 -5.74815 -0.84929
H 0.93355 -6.51233 0.85141
H 0.37623 -7.34525 -0.59578
H 3.25924 -6.10171 -0.71620
H 2.32033 -7.03841 -1.87314
H 4.00038 -5.47101 -2.96735
H 2.35057 -5.17147 -3.48394
H 4.57425 -4.12252 -4.38018
H 5.41342 -2.57646 -4.34373
H 5.93464 -3.86265 -3.26773
H 2.78461 -1.19916 -1.34845
H -0.51544 -1.75118 0.97487
```

## Properties
Orbital gap (eV): 5.509
E_tot (eV): -46749.844
Largest force on an atom (eV/Å): 1.89
Total charge: +1
HOMO (eV): -9.66

---

Record 2
Formula: C32H34As2N2O2SSeV
Source: the Open Molecules 2025 dataset
Level of theory: ωB97M-V with the def2-TZVPD basis set

XYZ file:
```
75
Properties=species:S:1:pos:R:3
V 0.14015 -0.41234 -0.26402
C 4.27832 1.69112 -0.05911
As 2.44338 1.47346 0.53591
C 1.99863 2.34842 2.20672
C 0.90115 1.97689 -1.71922
C 1.88878 2.26468 -2.57301
C 2.04735 3.59011 -3.24103
C 0.35090 4.80867 -2.62371
C -0.64743 3.90690 -1.95274
C -0.41167 2.65170 -1.58766
As -1.61469 1.50752 -0.55765
C -3.35163 2.16923 -1.11962
C -1.59693 2.33258 1.21536
H 4.49518 0.86021 -0.72435
H 4.91664 1.63136 0.81909
H 4.41604 2.65117 -0.54509
H 1.55674 1.61110 2.86780
H 1.31804 3.17059 1.99217
H 2.91887 2.75764 2.61926
H 2.76782 1.63196 -2.52981
H 2.98331 3.65994 -3.79035
H -0.01836 5.82814 -2.69418
H -1.62707 4.33708 -1.77096
H -3.52742 1.95583 -2.17027
H -3.38191 3.24267 -0.94512
H -4.12265 1.69297 -0.51785
H -2.59512 2.23384 1.63764
H -1.30917 3.37923 1.13282
H -0.89955 1.80188 1.85755
C 2.37818 7.15810 -5.98692
C 2.04613 6.24882 -4.82557
C 2.73559 6.57578 -3.55690
C 2.65118 5.93825 -2.38894
C 1.83854 4.71198 -2.13696
C 0.82463 4.18723 -3.97962
C 1.21058 5.22086 -5.00283
S 2.11323 4.12043 -0.35198
O 0.89199 4.59091 0.34751
O 3.36050 4.79511 0.08447
N 1.15982 1.04058 -0.67899
C 2.79618 -0.35994 1.30198
C 3.62132 -0.37227 2.39794
C 4.17944 -1.56363 2.90986
C 3.97006 -2.74876 2.27275
C 3.15122 -2.79911 1.12415
C 2.93610 -3.98925 0.38769
C 2.14146 -3.97344 -0.71582
C 1.46465 -2.78605 -1.04371
N 1.61055 -1.67952 -0.34213
C 2.51979 -1.61820 0.68125
H 2.48893 8.19420 -5.66028
H 1.60684 7.11928 -6.75551
H 3.32414 6.85764 -6.44678
H 3.39162 7.43962 -3.60507
H 3.24164 6.27684 -1.54394
H 0.14046 3.45617 -4.40476
H 0.76583 5.09849 -5.98663
H 3.86160 0.56046 2.89157
H 4.79574 -1.52604 3.79869
H 4.42458 -3.66307 2.63500
H 3.41445 -4.90633 0.71272
H 1.99876 -4.85679 -1.32265
H 0.77636 -2.74490 -1.87566
Se -1.06559 -1.79601 1.35427
C -2.73272 -2.43150 0.63087
C -3.69123 -1.58986 0.07183
C -4.90092 -2.09676 -0.38710
C -5.17468 -3.45450 -0.29079
C -4.22452 -4.29897 0.26640
C -3.01336 -3.79298 0.72324
H -3.49435 -0.53064 0.00347
H -5.63663 -1.42379 -0.81369
H -6.11946 -3.84928 -0.64331
H -4.42868 -5.35990 0.35172
H -2.27596 -4.45420 1.16198
```

## Properties
Orbital gap (spin up / spin down) (eV): 6.593 / 5.556
E_tot (eV): -264351.675
Largest force on an atom (eV/Å): 2.72
HOMO (spin up / spin down) (eV): -7.29 / -6.25
Multiplicity: 2

---

Record 3
Formula: C32H34BN6OPd
Source: the Open Molecules 2025 dataset
Level of theory: ωB97M-V with the def2-TZVPD basis set

XYZ file:
```
75
Properties=species:S:1:pos:R:3
Pd -0.57870 0.19713 0.45145
C 2.14744 -0.69877 -4.76376
C 0.97884 -0.70462 -3.83026
C -0.32877 -1.07258 -4.06863
C -0.99718 -0.85273 -2.84153
N -0.14797 -0.39307 -1.94181
N 1.05324 -0.29742 -2.53842
B 2.27182 0.25757 -1.74697
N 2.58614 -0.65857 -0.52469
N 1.68749 -0.83201 0.46746
C 2.22432 -1.68691 1.32428
C 3.52009 -2.05403 0.89938
C 3.70425 -1.39046 -0.29317
C 4.89642 -1.38444 -1.19774
C 1.50774 -2.11193 2.54269
C 1.82331 -3.32130 3.16048
C 1.14356 -3.73894 4.29818
C 0.12389 -2.95720 4.82715
C -0.20229 -1.75460 4.21248
C 0.49019 -1.33100 3.08828
N 1.98116 1.70883 -1.27191
N 0.94410 1.95586 -0.45485
C 0.93594 3.25121 -0.20699
C 2.00676 3.87760 -0.88993
C 2.64960 2.85584 -1.55488
C 3.85092 2.91338 -2.44372
C -0.10672 3.82720 0.66894
C -1.07004 3.00993 1.26844
C -2.04911 3.54951 2.08669
C -2.08865 4.91970 2.32431
C -1.13693 5.74181 1.73485
C -0.15565 5.19848 0.91450
C -2.42025 -1.01973 -2.48422
C -2.93676 -0.37001 -1.36092
C -4.26482 -0.53082 -1.00036
C -5.10679 -1.32955 -1.76709
C -4.60556 -1.96944 -2.89449
C -3.27042 -1.81748 -3.24739
H 1.82960 -1.05666 -5.74276
H 2.95405 -1.34243 -4.40746
H 2.56006 0.30516 -4.88249
H -0.73609 -1.43349 -5.00224
H 3.23003 0.27540 -2.47266
H 4.22103 -2.71910 1.38382
H 5.67667 -2.01519 -0.77116
H 5.29766 -0.37621 -1.31999
H 4.65519 -1.76187 -2.19461
H 2.59640 -3.95028 2.73192
H 1.40095 -4.68439 4.76161
H -0.41749 -3.28802 5.70586
H -1.00598 -1.14100 4.60328
H 0.23491 -0.39531 2.61324
H 2.28458 4.92146 -0.89931
H 4.19283 3.94556 -2.52180
H 3.62591 2.54899 -3.44836
H 4.67242 2.30794 -2.05410
H -1.03951 1.91543 1.08028
H -2.78193 2.89070 2.53775
H -2.85414 5.34342 2.96425
H -1.15733 6.81093 1.91256
H 0.58228 5.84962 0.45724
H -2.27146 0.27958 -0.77247
H -4.63535 -0.03503 -0.11044
H -6.14596 -1.45510 -1.48605
H -5.25234 -2.59748 -3.49564
H -2.87734 -2.33704 -4.11565
C -3.99794 -2.00933 3.39676
C -3.02139 -1.88813 2.24586
O -2.69293 -0.52302 2.07590
H -4.36447 -3.03528 3.49320
H -4.84984 -1.34418 3.23098
H -3.51577 -1.71763 4.33392
H -3.46951 -2.29904 1.33339
H -2.12182 -2.47909 2.45901
H -1.86659 -0.49633 1.43053
```

## Properties
Orbital gap (eV): 6.428
E_tot (eV): -48883.845
Largest force on an atom (eV/Å): 1.38
Total charge: -1
HOMO (eV): -3.77

---

Record 4
Formula: C32H34BiFN6O6S5
Source: the Open Molecules 2025 dataset
Level of theory: ωB97M-V with the def2-TZVPD basis set

XYZ file:
```
85
Properties=species:S:1:pos:R:3
Bi -1.06303 -0.54231 0.33004
C 2.05755 -1.77861 2.66376
C 1.41573 -1.83558 4.05976
C 0.58584 -0.64272 4.46403
C 1.17220 0.60860 4.62560
C 0.39407 1.65868 5.08043
C -0.94582 1.42818 5.34997
C -1.44754 0.15622 5.13299
N -0.70416 -0.86350 4.70465
N 1.24647 -2.12349 1.47536
C 2.17819 -2.05866 0.33306
C 1.60667 -2.37730 -1.03029
C 2.12755 -3.41878 -1.78841
C 1.64811 -3.62303 -3.07501
C 0.66502 -2.78701 -3.57384
C 0.18532 -1.77919 -2.75160
N 0.65112 -1.57839 -1.52017
C 0.62610 -3.44371 1.56794
C -0.71076 -3.49173 2.27641
C -1.00585 -4.51849 3.16492
C -2.28457 -4.61683 3.68598
C -3.24228 -3.68842 3.31450
C -2.86484 -2.67851 2.44882
N -1.63720 -2.58854 1.94503
H 2.92468 -2.45981 2.68827
H 2.43367 -0.76620 2.49472
H 2.24423 -1.91236 4.76826
H 0.80426 -2.72561 4.17734
H 2.22588 0.74824 4.41851
H 0.82648 2.64093 5.22100
H -1.58625 2.21473 5.72562
H -2.49045 -0.07560 5.31594
H 3.02499 -2.74059 0.50766
H 2.56854 -1.03777 0.29868
H 2.89522 -4.06284 -1.38004
H 2.04259 -4.42991 -3.67874
H 0.26663 -2.91510 -4.56995
H -0.58645 -1.09508 -3.07380
H 1.31349 -4.17024 2.02647
H 0.42427 -3.78260 0.54778
H -0.24229 -5.23151 3.44792
H -2.53090 -5.41228 4.37682
H -4.25628 -3.74198 3.68330
H -3.56228 -1.91034 2.13921
O -2.85650 6.01173 1.98265
C -2.52434 4.87420 1.80291
S -0.85826 4.35262 1.53056
C -1.19414 2.64627 1.33497
C -2.47138 2.26030 1.46430
S -3.08574 0.63051 1.34044
S -3.65645 3.50511 1.79936
S 0.17809 1.61176 1.00312
C 3.52731 2.60034 -0.16282
C 2.49214 2.75791 -1.26929
S 1.81077 1.08899 -1.61407
O 0.58738 1.25033 -2.42982
C 3.13183 0.58377 -2.80237
C 2.87360 1.11915 -4.19797
H 4.00480 3.54841 0.08177
H 4.30880 1.89527 -0.45358
H 3.04109 2.22069 0.73653
H 2.90407 3.17655 -2.18739
H 1.64106 3.35352 -0.94010
H 3.11541 -0.50803 -2.80117
H 4.08162 0.92148 -2.38755
H 1.84916 0.89623 -4.49517
H 3.54905 0.64810 -4.91218
H 3.01270 2.19796 -4.25865
F -1.50380 1.68573 -6.60925
C -1.65783 2.25476 -5.40138
C -2.42002 1.65965 -4.47169
N -2.58587 2.18457 -3.21955
C -3.34563 1.46767 -2.18815
C -3.23300 -0.07544 -2.29672
O -3.90596 -0.61916 -3.15923
O -2.47928 -0.75337 -1.47977
C -1.97780 3.37598 -2.85906
O -2.09158 3.88034 -1.76119
N -1.28351 3.99171 -3.87776
C -0.97802 3.50768 -5.14497
O -0.23918 4.11742 -5.88993
H -2.92565 0.72532 -4.67707
H -4.40132 1.72140 -2.29999
H -3.00000 1.82690 -1.22437
H -0.82754 4.85471 -3.62328
```

## Properties
Orbital gap (eV): 7.337
E_tot (eV): -117696.966
Largest force on an atom (eV/Å): 1.27
HOMO (eV): -7.40

---

Record 5
Formula: C32H34BrN3O2PbSi
Source: the Open Molecules 2025 dataset
Level of theory: ωB97M-V with the def2-TZVPD basis set

XYZ file:
```
74
Properties=species:S:1:pos:R:3
Pb -1.31032 -0.19001 -1.50408
O 4.69703 5.22134 -0.24995
C 3.68754 4.54451 0.30911
O 3.47585 4.59616 1.48543
C 2.86974 3.64355 -0.58004
C 1.55756 3.39968 -0.18682
C 0.78270 2.50406 -0.89386
C 1.32266 1.82388 -1.97959
C 2.63779 2.04487 -2.36760
C 3.40053 2.97308 -1.67494
N 0.48434 0.87000 -2.62894
C 0.62441 0.56898 -3.86194
C -0.22725 -0.42251 -4.53077
C -0.05736 -0.70805 -5.87302
C -0.90236 -1.63653 -6.47243
C -1.88325 -2.24032 -5.70843
C -1.99029 -1.89963 -4.36543
N -1.18019 -1.01789 -3.79068
H 4.66786 5.20289 -1.21432
H 1.16958 3.91348 0.68216
H -0.25571 2.35064 -0.61372
H 3.09204 1.47336 -3.16619
H 4.43625 3.11314 -1.95997
H 1.38123 1.05964 -4.47005
H 0.71835 -0.21178 -6.44066
H -0.79375 -1.87747 -7.52103
H -2.56451 -2.96295 -6.13434
H -2.75469 -2.34754 -3.74159
C -0.20497 -1.95885 -0.73125
Si 0.03363 -1.59912 1.11161
C -1.63842 -0.81438 1.60408
N -2.20142 0.26183 0.76546
C -3.68567 0.12023 0.65346
C -4.41187 0.39580 1.96365
C -4.07473 1.79273 2.46463
C -2.56817 1.94282 2.61165
C -1.86038 1.61358 1.30086
C 1.41797 -0.37484 1.28983
C 2.57066 -0.45559 0.50197
C 3.66093 0.36782 0.74242
C 3.61084 1.30426 1.76531
C 2.47346 1.40701 2.55598
C 1.39575 0.56683 2.32646
C 0.22921 -3.14513 2.10362
C -0.78672 -4.10468 2.17284
C -0.61920 -5.25765 2.92117
C 0.56952 -5.46793 3.60950
C 1.58742 -4.52791 3.54888
C 1.42008 -3.37348 2.79796
H -0.84197 -2.80501 -0.99177
H 0.63966 -1.89681 -1.41697
H -1.48105 -0.46329 2.62862
H -2.36397 -1.62538 1.69277
H -3.89238 -0.89448 0.30066
H -4.02711 0.82704 -0.10516
H -4.12972 -0.35323 2.70924
H -5.48410 0.28920 1.79824
H -4.57096 1.98649 3.41482
H -4.45059 2.53690 1.75486
H -2.20634 1.28537 3.40717
H -2.30101 2.95847 2.90450
H -0.77652 1.65270 1.42274
H -2.15755 2.34206 0.53833
H 2.64586 -1.19762 -0.28765
H 4.55552 0.26815 0.14137
H 4.45425 1.95408 1.95586
H 2.43751 2.13225 3.35781
H 0.53517 0.64031 2.98439
H -1.72342 -3.96189 1.64218
H -1.41197 -5.99186 2.97142
H 0.70006 -6.36789 4.19533
H 2.51107 -4.69245 4.08711
H 2.21995 -2.64261 2.76177
Br -2.88410 1.53759 -2.49400
```

## Properties
Orbital gap (eV): 6.470
E_tot (eV): -125456.102
Largest force on an atom (eV/Å): 0.44
Total charge: +2
HOMO (eV): -13.96

---

Record 6
Formula: C32H34ClN3Pt
Source: the Open Molecules 2025 dataset
Level of theory: ωB97M-V with the def2-TZVPD basis set

XYZ file:
```
71
Properties=species:S:1:pos:R:3
Pt 0.29013 0.38839 1.34733
C -2.97569 0.53772 2.28431
C -1.68362 1.28548 2.17066
C -0.74024 1.21812 3.23533
C 0.49493 1.89894 3.17570
C 1.45632 1.90661 4.32139
C 0.79507 2.52288 1.94333
C -0.19591 2.76587 0.92735
C 0.13823 3.65053 -0.23069
C -1.43895 2.15788 1.07374
H -3.46609 0.43709 1.31810
H -3.64798 1.08230 2.95068
H -2.81809 -0.45365 2.70781
H -0.98736 0.62990 4.11001
H 1.25534 2.78001 4.94584
H 2.48615 1.97914 3.97648
H 1.34454 1.02107 4.94409
H 1.78085 2.95116 1.80438
H 0.05806 4.69286 0.08686
H -0.54310 3.49921 -1.06519
H 1.16351 3.49441 -0.56552
H -2.20441 2.29016 0.31934
N 9.43839 -4.47117 -0.79426
C 8.47413 -3.84957 -0.76622
C 7.26444 -3.07216 -0.73150
C 7.27973 -1.74919 -1.16807
C 6.11908 -0.99625 -1.12494
C 4.95810 -1.58718 -0.65572
C 4.92155 -2.90650 -0.23239
C 6.08730 -3.65148 -0.26320
N 3.74418 -0.81912 -0.60719
C 3.16282 -0.12782 -1.64416
C 2.00574 0.38888 -1.16055
N 1.87963 0.00172 0.15781
C 2.94856 -0.71627 0.46217
H 8.20101 -1.31360 -1.52838
H 6.12311 0.03867 -1.44116
H 3.98881 -3.35109 0.09442
H 6.08829 -4.68292 0.05995
H 3.60868 -0.08826 -2.62257
H 1.25845 0.97804 -1.66254
H 3.16814 -1.15768 1.41644
Cl 1.40676 -3.21479 -1.26376
C -0.22678 -3.82853 -1.32744
C -0.40942 -5.18622 -1.51880
C -1.69914 -5.69425 -1.57352
C -2.78810 -4.84639 -1.44250
C -2.58690 -3.48890 -1.24763
C -1.30341 -2.95543 -1.18806
C -1.10669 -1.48184 -0.92473
H 0.44888 -5.83423 -1.62956
H -1.84787 -6.75435 -1.72652
H -3.79369 -5.24000 -1.49605
H -3.43968 -2.82832 -1.14573
H -0.37995 -1.05336 -1.61593
H -2.04954 -0.94878 -1.06045
C -0.95438 -3.87835 2.30113
C 0.01046 -2.72885 2.63954
C 1.45766 -3.24966 2.61531
C -0.30275 -2.14947 4.01673
C -0.16468 -1.71961 1.55734
C -0.62603 -1.32996 0.46684
H -0.83261 -4.68149 3.02834
H -0.74511 -4.27571 1.30647
H -1.99266 -3.54532 2.33136
H 1.55580 -4.07238 3.32370
H 2.16945 -2.47894 2.91848
H 1.72439 -3.61069 1.62166
H -0.10834 -2.91989 4.76243
H -1.35432 -1.86345 4.10717
H 0.33045 -1.29082 4.24602
```

## Properties
Orbital gap (eV): 7.551
E_tot (eV): -53960.609
Largest force on an atom (eV/Å): 0.46
Total charge: +2
HOMO (eV): -14.15

---

Q: largest force on an atom of number 4 (C32H34BiFN6O6S5)?
A: 1.27 eV/Å